Record 1
Below is a structure of composition C39H65AsCsF3N5O3S2Si2Te, with properties calculated with ωB97M-V/def2-TZVPD.

```
! wB97M-V def2-TZVPD RIJCOSX def2/J DEFGRID3
* xyz -2 2
Cs 1.83 -1.92 0.29
O -0.60 2.52 -0.16
H -0.35 2.27 -1.06
H 0.17 3.05 0.15
C -0.14 -2.38 4.27
N 1.09 -2.23 5.02
C 2.27 -2.80 4.72
N 2.34 -3.56 3.62
S 3.61 -2.55 5.73
H -0.88 -1.70 4.69
H -0.52 -3.41 4.32
H -0.01 -2.12 3.22
H 1.08 -1.76 5.91
H 1.58 -3.73 2.95
H 3.26 -3.89 3.38
S 0.08 1.87 -3.86
C 1.01 0.49 -3.83
N 0.53 -0.77 -3.90
C 1.58 -1.77 -3.99
C 2.81 -0.96 -3.55
N 2.36 0.42 -3.76
H -0.45 -0.94 -4.06
H 1.69 -2.14 -5.02
H 1.40 -2.62 -3.34
H 3.69 -1.18 -4.15
H 3.05 -1.15 -2.51
H 2.83 1.19 -3.31
C 6.48 0.60 0.10
As 4.92 0.10 1.09
C 4.56 1.52 2.33
C 5.32 -1.42 2.21
O 3.64 -0.16 0.08
H 7.33 0.75 0.76
H 6.25 1.52 -0.43
H 6.69 -0.21 -0.61
H 5.43 1.70 2.95
H 3.72 1.21 2.95
H 4.26 2.43 1.79
H 6.40 -1.56 2.29
H 4.91 -2.30 1.72
H 4.89 -1.28 3.21
F 5.00 -4.21 -1.65
C 4.89 -3.62 -0.37
F 5.83 -2.53 -0.52
F 5.68 -4.49 0.41
C 4.90 4.80 0.05
Si 3.13 4.26 -0.44
C 2.45 5.84 -1.26
C 3.35 2.99 -1.83
C 2.09 3.59 0.86
Si 1.69 4.33 2.43
C 1.14 6.15 2.27
C 0.30 3.40 3.32
C 3.07 4.45 3.75
H 5.47 5.17 -0.81
H 5.47 3.97 0.49
H 4.86 5.59 0.80
H 3.11 6.21 -2.05
H 2.32 6.63 -0.52
H 1.47 5.63 -1.69
H 4.15 3.28 -2.52
H 2.42 2.93 -2.39
H 3.57 2.01 -1.40
H 2.03 2.50 0.83
H 0.34 6.24 1.53
H 1.97 6.78 1.94
H 0.78 6.54 3.22
H -0.63 3.45 2.75
H 0.12 3.80 4.33
H 0.57 2.35 3.43
H 3.96 4.94 3.33
H 3.38 3.46 4.09
H 2.75 5.02 4.63
C -7.74 2.94 -2.59
C -6.58 2.14 -2.06
C -6.41 1.92 -0.70
C -5.33 1.21 -0.20
C -5.21 1.04 1.30
C -4.37 0.69 -1.08
Te -2.73 -0.40 -0.27
N -0.79 -2.36 0.91
C -0.64 -3.61 1.21
O 0.44 -4.18 1.57
C -1.91 -4.43 1.06
C -1.84 -5.67 0.43
C -3.00 -6.41 0.25
C -4.22 -5.94 0.71
C -4.28 -4.71 1.35
C -3.13 -3.95 1.52
C -2.96 -2.09 -1.52
C -1.82 -2.53 -2.19
C -1.85 -3.64 -3.02
C -3.04 -4.33 -3.19
C -4.18 -3.90 -2.52
C -4.17 -2.79 -1.68
C -5.44 -2.38 -0.99
C -4.51 0.92 -2.46
C -3.51 0.43 -3.47
C -5.61 1.63 -2.92
H -8.53 3.02 -1.84
H -8.16 2.48 -3.48
H -7.43 3.95 -2.85
H -7.14 2.32 -0.01
H -6.08 1.47 1.80
H -4.31 1.52 1.68
H -5.14 -0.02 1.57
H -0.88 -6.03 0.10
H -2.95 -7.37 -0.25
H -5.12 -6.53 0.57
H -5.23 -4.34 1.72
H -3.17 -2.97 1.99
H -0.90 -1.98 -2.06
H -0.95 -3.97 -3.52
H -3.08 -5.20 -3.83
H -5.11 -4.46 -2.64
H -6.12 -3.23 -0.91
H -5.94 -1.57 -1.53
H -5.22 -2.01 0.01
H -2.49 0.65 -3.15
H -3.67 0.92 -4.43
H -3.59 -0.65 -3.62
H -5.71 1.80 -3.99
*
```

Values from the calculation:
Calculated total energy (eV): -169351.7926
Kohn-Sham gap (Eh): 0.18460
Max |F| (eV/Å): 1.2
Energy above the lowest of the compared OMol25 structures with the same formula, charge and spin (kJ/mol): 57.76
HOMO energy (eV): -1.7

=====

Record 2
Below is a structure of composition C39H65Cl2N3O3SeV, with properties calculated with ωB97M-V/def2-TZVPD.

```
! wB97M-V def2-TZVPD RIJCOSX def2/J DEFGRID3
* xyz 0 4
V 1.62 -0.71 -0.73
C -5.78 -0.10 -0.11
C -5.17 1.10 -0.84
C -5.87 1.24 -2.20
C -5.44 2.36 0.00
C -3.66 0.94 -1.05
C -2.93 -0.11 -0.54
C -1.56 -0.19 -0.76
Se -0.53 -1.55 0.10
C -0.28 -0.68 1.81
C -1.14 -0.96 2.86
C -0.99 -0.29 4.06
C 0.06 0.62 4.15
C 0.94 0.93 3.11
C 0.76 0.28 1.86
O 1.49 0.51 0.79
C 2.06 1.95 3.44
C 2.99 1.34 4.50
C 2.93 2.36 2.24
C 1.43 3.24 3.99
C -1.91 -0.53 5.27
C -1.11 -1.20 6.40
C -2.47 0.81 5.78
C -3.09 -1.43 4.90
C -0.85 0.74 -1.54
O 0.43 0.55 -1.83
C -1.58 1.87 -2.01
C -2.94 1.92 -1.76
C -0.86 3.01 -2.75
C 0.29 3.54 -1.88
C -0.33 2.50 -4.09
C -1.80 4.18 -3.03
H -6.86 0.04 -0.01
H -5.36 -0.21 0.90
H -5.60 -1.03 -0.66
H -6.96 1.34 -2.06
H -5.68 0.36 -2.82
H -5.53 2.12 -2.75
H -6.52 2.48 0.18
H -5.09 3.26 -0.51
H -4.93 2.30 0.96
H -3.40 -0.88 0.06
H -1.93 -1.69 2.71
H 0.22 1.11 5.10
H 3.42 0.40 4.13
H 2.45 1.12 5.43
H 3.80 2.03 4.73
H 3.48 1.51 1.84
H 3.65 3.11 2.59
H 2.34 2.78 1.43
H 0.89 3.08 4.92
H 0.74 3.67 3.26
H 2.22 3.98 4.19
H -0.26 -0.59 6.69
H -0.74 -2.18 6.07
H -1.75 -1.35 7.28
H -1.68 1.47 6.13
H -3.16 0.63 6.61
H -3.01 1.32 4.98
H -2.77 -2.44 4.64
H -3.66 -1.02 4.06
H -3.77 -1.51 5.76
H -3.50 2.77 -2.13
H 1.01 2.76 -1.65
H -0.10 3.93 -0.93
H 0.80 4.36 -2.40
H 0.36 1.67 -3.95
H 0.20 3.30 -4.62
H -1.15 2.16 -4.73
H -2.24 4.59 -2.12
H -2.61 3.90 -3.72
H -1.23 4.98 -3.51
N 2.77 -1.99 0.75
C 3.80 -2.97 0.35
C 5.15 -2.66 0.97
C 5.96 -1.62 0.19
C 5.38 -0.21 0.15
N 4.22 -0.14 -0.78
H 3.22 -1.12 1.00
H 2.26 -2.29 1.57
H 3.88 -2.98 -0.74
H 3.46 -3.97 0.65
H 5.75 -3.58 1.04
H 4.99 -2.30 1.99
H 6.09 -1.96 -0.85
H 6.96 -1.57 0.62
H 6.16 0.48 -0.15
H 5.06 0.08 1.15
H 4.52 -0.40 -1.71
H 3.86 0.81 -0.84
Cl 3.00 0.68 -3.32
C 4.00 -0.11 -4.54
Cl 4.97 -1.46 -3.93
H 4.68 0.63 -4.94
H 3.33 -0.48 -5.31
O 1.91 -2.19 -2.11
C 1.21 -2.46 -3.11
C 1.27 -3.81 -3.77
C -0.06 -4.62 -3.65
C -1.22 -3.86 -3.00
C -1.78 -2.71 -3.85
C -0.69 -1.89 -4.53
N 0.42 -1.54 -3.64
H 2.10 -4.35 -3.32
H 1.51 -3.65 -4.82
H 0.13 -5.52 -3.07
H -0.36 -4.96 -4.65
H -0.88 -3.47 -2.04
H -2.03 -4.55 -2.76
H -2.38 -2.05 -3.21
H -2.44 -3.10 -4.63
H -1.10 -0.96 -4.92
H -0.29 -2.44 -5.38
H 0.39 -0.65 -3.12
*
```

Values from the calculation:
Calculated total energy (eV): -168194.1426
Kohn-Sham gap (spin up / spin down) (Eh): 0.22819 / 0.26571
Max |F| (eV/Å): 1.4
HOMO energy (spin up / spin down) (eV): -5.9 / -6.9